# 1
55
Properties=species:S:1:pos:R:3:nbo_charge:R:1 method="wB97M-V/def2-TZVPD" gap_ev=8.69 spin_multiplicity=1 e_above_lowest_ev=0.216 molar_mass_g_mol=389.9 max_force_ev_per_a=0.463 homo_ev=-8.2 e_lumo_ev=0.5
O 0.88 1.48 0.35 -0.652
C 0.28 0.92 -0.54 0.712
C 0.83 -0.34 -1.20 -0.310
C 0.22 -1.57 -0.51 -0.390
C 1.16 -2.76 -0.66 -0.496
C 2.42 -2.46 0.14 0.689
O 2.91 -3.26 0.91 -0.633
N 2.89 -1.21 -0.05 -0.440
C 4.04 -0.77 0.71 -0.054
C 3.80 0.56 1.46 -0.435
C 4.85 1.54 0.92 -0.401
C 6.00 0.64 0.49 -0.400
C 5.29 -0.54 -0.16 -0.413
C 2.37 -0.38 -1.12 -0.207
N -0.91 1.39 -0.99 -0.439
C -1.74 0.83 -2.04 -0.222
C -3.21 1.09 -1.69 -0.214
N -3.37 1.02 -0.26 -0.462
C -4.25 0.18 0.39 0.234
C -4.94 0.64 1.53 -0.266
C -5.81 -0.17 2.23 -0.190
C -6.05 -1.47 1.82 -0.237
C -5.38 -1.95 0.71 -0.208
C -4.49 -1.15 0.02 -0.093
Cl -3.62 -1.91 -1.28 -0.018
C -2.75 2.13 0.43 -0.214
C -1.49 2.55 -0.34 -0.241
H 0.56 -0.34 -2.26 0.215
H -0.76 -1.81 -0.92 0.220
H 0.09 -1.36 0.55 0.220
H 0.72 -3.67 -0.28 0.241
H 1.41 -2.91 -1.72 0.214
H 4.23 -1.58 1.42 0.249
H 3.96 0.40 2.53 0.206
H 2.79 0.92 1.32 0.255
H 4.45 2.08 0.06 0.191
H 5.14 2.28 1.67 0.210
H 6.55 0.30 1.37 0.196
H 6.70 1.14 -0.18 0.207
H 5.00 -0.27 -1.18 0.193
H 5.92 -1.43 -0.21 0.217
H 2.75 -0.75 -2.08 0.189
H 2.74 0.63 -0.96 0.234
H -1.58 -0.24 -2.10 0.218
H -1.49 1.29 -3.01 0.190
H -3.51 2.10 -2.03 0.182
H -3.85 0.37 -2.19 0.235
H -4.78 1.65 1.86 0.216
H -6.32 0.22 3.10 0.217
H -6.74 -2.10 2.35 0.219
H -5.52 -2.97 0.38 0.227
H -3.42 3.00 0.52 0.178
H -2.48 1.79 1.44 0.214
H -0.75 2.96 0.34 0.262
H -1.73 3.30 -1.10 0.189

***

# 2
56
Properties=species:S:1:pos:R:3:nbo_charge:R:1 method="wB97M-V/def2-TZVPD" total_charge=-1 gap_ev="3.37 / 2.98" spin_multiplicity=1 e_above_lowest_ev=0.000 molar_mass_g_mol=478.8 max_force_ev_per_a=5.796 homo_ev="-0.7 / -0.3" e_lumo_ev="2.7 / 2.7"
Y 0.11 0.56 0.94 1.651
Cl 0.54 1.44 3.20 -0.609
N 2.12 -0.55 0.23 -0.673
N -2.21 0.55 0.28 -0.701
C 3.12 0.32 0.23 0.629
C -2.70 1.66 -0.25 0.587
C 2.74 -1.91 0.12 0.067
C 4.17 -1.63 0.59 -0.080
C 2.76 -2.37 -1.32 -0.611
C 2.03 -2.93 0.99 -0.607
H 3.23 -1.61 -1.98 0.212
H 1.75 -2.58 -1.68 0.221
H 3.36 -3.29 -1.39 0.199
H 1.95 -2.59 2.02 0.247
H 2.59 -3.87 0.96 0.196
H 1.01 -3.12 0.62 0.236
C -3.31 -0.45 0.33 0.074
C -4.45 0.26 -0.40 -0.077
C -3.70 -0.74 1.77 -0.622
C -2.90 -1.73 -0.38 -0.613
H -2.65 -1.51 -1.43 0.207
H -3.75 -2.43 -0.37 0.200
H -2.05 -2.21 0.11 0.244
H -3.84 0.21 2.31 0.211
H -2.92 -1.32 2.28 0.265
H -4.64 -1.30 1.79 0.190
O -3.94 1.60 -0.69 -0.491
H -5.36 0.39 0.21 0.187
H -4.72 -0.20 -1.36 0.182
O 4.33 -0.18 0.36 -0.487
H 4.96 -2.14 0.02 0.192
H 4.30 -1.81 1.67 0.193
C 2.94 1.81 0.10 -0.495
C -1.94 2.94 -0.39 -0.498
C -0.62 2.64 -1.04 -0.023
H -1.79 3.33 0.63 0.222
H -2.55 3.66 -0.94 0.228
C 0.49 2.33 -0.23 -0.622
C 1.77 2.10 -0.81 -0.128
H 0.38 2.36 1.02 0.078
C 1.89 2.09 -2.19 0.006
C 0.76 2.31 -2.97 -0.400
C 3.21 1.79 -2.84 -0.626
C -0.49 2.60 -2.43 -0.040
H 0.86 2.28 -4.06 0.181
C -1.68 2.82 -3.31 -0.624
H -1.36 2.87 -4.36 0.205
H -2.20 3.75 -3.08 0.200
H -2.41 2.00 -3.23 0.204
H 4.03 2.38 -2.42 0.200
H 3.16 2.01 -3.91 0.209
H 3.49 0.73 -2.75 0.195
H 3.88 2.25 -0.27 0.241
H 2.77 2.19 1.12 0.251
N -0.71 -2.43 2.97 -0.566
C -0.48 -1.53 2.25 -0.214

***

# 3
55
Properties=species:S:1:pos:R:3:mulliken_spin:R:1 method="wB97M-V/def2-TZVPD" total_charge=-1 gap_ev="4.94 / 6.81" spin_multiplicity=5 e_above_lowest_ev=0.937 molar_mass_g_mol=406.5 max_force_ev_per_a=4.220 homo_ev="-2.4 / -4.3" e_lumo_ev="2.5 / 2.5"
O -0.42 -1.02 -1.75 -0.029
C 0.38 -2.19 -2.20 -0.005
C -0.75 -3.04 -2.72 -0.003
H 0.86 -2.68 -1.36 0.003
H 1.10 -1.92 -2.98 0.001
C -1.53 -1.77 -2.37 0.003
H -0.99 -3.90 -2.10 0.000
H -0.70 -3.28 -3.79 0.000
C -2.64 -2.07 -1.39 0.008
H -2.20 -2.36 -0.42 0.000
H -3.22 -2.92 -1.78 0.000
H -3.29 -1.20 -1.29 0.000
C -1.98 -1.12 -3.66 -0.002
H -1.12 -0.81 -4.25 0.000
H -2.61 -0.25 -3.46 0.000
H -2.56 -1.84 -4.26 0.000
Cr -0.28 1.82 0.51 3.572
C 0.59 3.92 0.30 0.153
C 1.72 3.07 0.28 -0.061
C 1.51 2.04 -0.71 0.175
H 2.64 3.25 0.83 -0.004
C 0.29 2.39 -1.45 0.011
C -0.26 3.55 -0.80 -0.103
H -1.13 4.13 -1.13 -0.007
H 0.43 4.77 0.97 0.003
H 2.16 1.19 -0.89 -0.005
H -0.06 1.93 -2.37 -0.004
C -1.96 2.55 2.13 0.125
C -2.39 2.45 0.76 -0.054
C -2.26 1.07 0.35 -0.059
H -2.80 3.27 0.18 -0.005
C -1.74 0.33 1.50 0.173
C -1.63 1.25 2.59 0.060
H -1.42 0.99 3.63 0.008
H -1.99 3.45 2.74 0.002
H -2.66 0.64 -0.57 -0.015
H -1.56 -0.75 1.56 -0.019
O 0.78 -3.07 0.88 0.000
C 0.85 -1.64 1.06 -0.026
C 2.20 -1.14 0.57 0.020
H 0.63 -1.37 2.11 0.007
H 0.06 -1.15 0.47 0.033
C 3.14 -2.33 0.69 0.002
H 2.50 -0.16 0.97 -0.011
H 2.09 -0.97 -0.51 0.006
C 2.16 -3.53 0.74 0.000
H 3.82 -2.29 1.56 0.000
H 3.77 -2.42 -0.20 0.000
H 2.37 -4.20 1.59 0.000
H 2.27 -4.07 -0.24 0.000
N 0.93 1.36 2.09 -0.025
C 1.31 1.95 3.06 0.060
N 1.82 2.30 4.14 0.008
C 1.83 3.41 4.83 -0.001
N 1.93 4.34 5.54 0.004

***

# 4
60
Properties=species:S:1:pos:R:3:nbo_charge:R:1 method="wB97M-V/def2-TZVPD" total_charge=+3 gap_ev=6.43 spin_multiplicity=1 e_above_lowest_ev=0.152 molar_mass_g_mol=546.5 max_force_ev_per_a=0.855 homo_ev=-17.3 e_lumo_ev=-10.9
Mo 0.63 0.48 0.48 1.882
C -3.55 1.52 1.50 -0.704
C -2.48 1.19 0.53 0.762
O -1.28 1.08 0.93 -0.677
N -2.76 1.03 -0.74 -0.524
C -1.75 0.67 -1.73 -0.271
C -0.73 1.77 -1.98 0.209
C -0.90 2.68 -3.00 -0.202
C 0.06 3.66 -3.22 -0.065
C 1.19 3.69 -2.41 -0.210
C 1.31 2.75 -1.41 0.088
N 0.36 1.82 -1.19 -0.509
H -3.59 0.73 2.25 0.286
H -4.53 1.62 1.03 0.259
H -3.30 2.45 2.01 0.277
H -3.72 1.11 -1.04 0.451
H -2.26 0.44 -2.66 0.279
H -1.26 -0.26 -1.42 0.217
H -1.77 2.62 -3.64 0.262
H -0.06 4.37 -4.02 0.271
H 1.97 4.42 -2.55 0.274
H 2.18 2.73 -0.76 0.234
C 6.72 -5.31 -0.75 -0.660
C 5.99 -4.00 -0.64 0.126
C 5.70 -3.44 0.61 -0.215
C 5.04 -2.24 0.71 -0.088
C 4.66 -1.59 -0.48 -0.498
C 4.93 -2.13 -1.75 -0.131
C 5.60 -3.33 -1.81 -0.206
S 3.88 -0.08 -0.39 2.304
O 4.01 0.58 0.86 -0.875
O 3.81 0.61 -1.63 -0.843
N 1.94 -0.59 -0.30 -0.596
C 1.56 -1.89 -0.77 -0.396
C 0.39 -2.34 0.15 0.778
O -0.01 -3.43 0.29 -0.402
O -0.17 -1.22 0.76 -0.664
H 7.08 -5.65 0.22 0.243
H 7.57 -5.22 -1.43 0.260
H 6.06 -6.07 -1.16 0.261
H 6.02 -3.95 1.50 0.250
H 4.84 -1.79 1.67 0.236
H 4.64 -1.60 -2.64 0.257
H 5.83 -3.75 -2.78 0.255
H 2.38 -2.60 -0.72 0.278
H 1.16 -1.89 -1.79 0.274
C 3.10 3.28 3.30 -0.764
C 2.40 2.17 3.93 0.644
C 1.09 2.38 4.53 -0.763
C 3.14 0.95 4.24 -0.765
O 1.49 1.27 1.67 -0.509
H 3.59 3.79 4.15 0.333
H 2.43 4.01 2.86 0.265
H 3.89 2.96 2.63 0.276
H 1.32 2.78 5.53 0.335
H 0.53 1.46 4.70 0.269
H 0.50 3.15 4.03 0.266
H 3.63 1.17 5.20 0.332
H 3.94 0.75 3.52 0.274
H 2.51 0.08 4.42 0.268

***

# 5
55
Properties=species:S:1:pos:R:3:nbo_charge:R:1 method="wB97M-V/def2-TZVPD" gap_ev=9.24 spin_multiplicity=1 e_above_lowest_ev=0.064 molar_mass_g_mol=372.5 max_force_ev_per_a=0.569 homo_ev=-8.7 e_lumo_ev=0.6
C -3.50 -1.97 -2.31 -0.258
O -2.70 -1.69 -1.18 -0.514
C -3.15 -2.15 -0.01 0.804
O -4.20 -2.73 0.12 -0.605
C -2.20 -1.82 1.14 -0.141
C -2.86 -0.74 2.03 -0.428
C -3.08 0.52 1.25 0.019
C -4.22 0.68 0.46 -0.222
C -4.39 1.81 -0.31 -0.277
C -3.43 2.81 -0.32 0.297
O -3.56 3.93 -1.07 -0.664
C -2.30 2.67 0.47 -0.259
C -2.13 1.54 1.25 -0.234
N -0.91 -1.37 0.68 -0.657
C -0.09 -2.31 0.09 0.804
O -0.35 -3.50 0.12 -0.660
N 1.02 -1.86 -0.57 -0.651
C 1.97 -0.79 -0.28 0.152
C 2.94 -1.24 0.83 -0.415
C 4.01 -0.16 1.06 -0.211
C 4.79 0.06 -0.24 -0.403
C 3.83 0.53 -1.33 -0.222
C 3.16 1.83 -0.91 -0.403
C 2.38 1.60 0.38 -0.204
C 3.34 1.14 1.48 -0.406
C 1.31 0.52 0.16 -0.430
C 2.77 -0.54 -1.57 -0.400
H -2.98 -1.55 -3.17 0.196
H -3.63 -3.04 -2.43 0.199
H -4.49 -1.50 -2.20 0.189
H -2.06 -2.74 1.71 0.256
H -3.80 -1.14 2.39 0.234
H -2.20 -0.55 2.88 0.223
H -4.97 -0.09 0.46 0.226
H -5.29 1.91 -0.92 0.207
H -4.39 3.91 -1.56 0.480
H -1.56 3.46 0.47 0.223
H -1.26 1.45 1.87 0.214
H -0.92 -0.47 0.25 0.409
H 1.51 -2.66 -0.96 0.395
H 2.38 -1.42 1.75 0.211
H 3.41 -2.18 0.54 0.206
H 4.69 -0.50 1.84 0.212
H 5.56 0.81 -0.07 0.207
H 5.28 -0.87 -0.54 0.205
H 4.39 0.68 -2.26 0.214
H 3.92 2.61 -0.76 0.207
H 2.49 2.17 -1.70 0.206
H 1.89 2.53 0.68 0.211
H 2.79 0.99 2.41 0.205
H 4.10 1.91 1.65 0.207
H 0.78 0.37 1.10 0.218
H 0.60 0.86 -0.60 0.212
H 3.24 -1.47 -1.89 0.202
H 2.08 -0.22 -2.35 0.214

***

# 6
57
Properties=species:S:1:pos:R:3:nbo_charge:R:1 method="wB97M-V/def2-TZVPD" gap_ev=8.73 spin_multiplicity=1 e_above_lowest_ev=0.107 molar_mass_g_mol=436.6 max_force_ev_per_a=1.007 homo_ev=-8.2 e_lumo_ev=0.5
C -4.24 -1.69 -0.56 -0.645
C -3.76 -2.87 0.27 -0.063
O -2.57 -3.45 -0.23 -0.511
C -1.37 -2.87 0.02 0.374
C -1.15 -1.73 0.80 -0.325
C 0.13 -1.26 1.01 -0.178
C 1.23 -1.90 0.45 0.084
N 2.53 -1.40 0.64 -0.683
C 2.88 -0.73 1.88 -0.313
C 2.65 0.79 1.80 0.670
O 1.81 1.36 2.46 -0.639
N 3.45 1.39 0.90 -0.638
C 3.43 2.81 0.64 -0.250
C 3.15 3.12 -0.83 -0.530
S 1.39 3.37 -1.23 0.184
C 0.71 1.66 -1.10 -0.529
C -0.71 1.72 -0.63 -0.055
C -0.99 1.95 0.71 -0.197
C -2.30 2.01 1.15 -0.209
C -3.36 1.86 0.26 -0.038
C -4.77 1.95 0.75 -0.629
C -3.07 1.65 -1.08 -0.174
C -1.76 1.58 -1.52 -0.211
S 3.73 -1.71 -0.47 2.326
C 3.01 -1.14 -2.03 -0.865
O 4.04 -3.10 -0.58 -0.924
O 4.81 -0.82 -0.14 -0.973
C 1.02 -3.04 -0.32 -0.243
C -0.26 -3.51 -0.53 -0.263
H -4.39 -2.00 -1.59 0.214
H -3.51 -0.88 -0.54 0.223
H -5.18 -1.32 -0.16 0.213
H -4.49 -3.68 0.22 0.192
H -3.63 -2.59 1.32 0.170
H -1.97 -1.20 1.25 0.226
H 0.26 -0.38 1.62 0.233
H 2.28 -1.13 2.69 0.240
H 3.93 -0.92 2.07 0.245
H 4.16 0.82 0.45 0.432
H 4.40 3.24 0.92 0.198
H 2.66 3.25 1.27 0.244
H 3.56 2.35 -1.48 0.206
H 3.61 4.08 -1.10 0.235
H 1.33 1.13 -0.39 0.224
H 0.78 1.20 -2.09 0.214
H -0.18 2.07 1.42 0.241
H -2.50 2.18 2.20 0.210
H -5.00 2.97 1.05 0.223
H -5.47 1.66 -0.03 0.213
H -4.92 1.30 1.61 0.216
H -3.88 1.54 -1.79 0.202
H -1.56 1.41 -2.57 0.208
H 3.02 -0.06 -2.02 0.240
H 3.64 -1.52 -2.83 0.256
H 2.00 -1.53 -2.12 0.258
H 1.86 -3.58 -0.73 0.243
H -0.43 -4.40 -1.12 0.226

***

# 7
56
Properties=species:S:1:pos:R:3:nbo_charge:R:1 method="wB97M-V/def2-TZVPD" gap_ev=8.58 spin_multiplicity=1 e_above_lowest_ev=2.149 molar_mass_g_mol=400.5 max_force_ev_per_a=0.976 homo_ev=-8.0 e_lumo_ev=0.6
C -2.55 -4.56 -0.98 -0.636
C -2.47 -3.03 -1.06 -0.202
N -2.97 -2.31 0.10 -0.491
C -2.20 -2.58 1.31 -0.208
C -2.31 -1.47 2.35 -0.618
C -4.42 -2.42 0.28 -0.222
C -5.11 -1.06 0.49 -0.411
C -4.88 -0.09 -0.67 -0.224
N -3.49 0.30 -0.71 -0.635
C -3.08 1.57 -0.49 0.643
O -3.83 2.53 -0.46 -0.634
C -1.63 1.72 -0.33 -0.278
C -0.63 0.80 -0.28 -0.209
C 0.64 1.39 -0.06 -0.126
C 2.03 1.14 0.09 0.097
C 2.74 -0.13 0.08 0.038
C 2.06 -1.33 0.27 -0.254
C 2.75 -2.52 0.25 -0.175
C 4.12 -2.55 0.04 -0.317
C 4.81 -1.35 -0.14 0.307
O 6.15 -1.25 -0.34 -0.490
C 6.92 -2.43 -0.37 -0.252
C 4.11 -0.15 -0.12 -0.245
N 2.66 2.30 0.26 -0.249
N 1.76 3.28 0.23 -0.170
C 2.15 4.65 0.40 -0.407
C 0.53 2.78 0.04 -0.039
S -1.08 3.38 -0.10 0.453
H -1.93 -4.94 -0.18 0.206
H -3.58 -4.89 -0.82 0.205
H -2.21 -4.99 -1.92 0.218
H -1.43 -2.74 -1.21 0.192
H -3.04 -2.68 -1.93 0.196
H -2.50 -3.54 1.77 0.170
H -1.15 -2.67 1.01 0.192
H -1.58 -1.64 3.13 0.217
H -3.30 -1.46 2.81 0.204
H -2.12 -0.50 1.90 0.215
H -4.85 -2.87 -0.61 0.196
H -4.65 -3.07 1.13 0.186
H -4.77 -0.59 1.41 0.208
H -6.18 -1.25 0.59 0.212
H -5.47 0.82 -0.54 0.238
H -5.15 -0.57 -1.62 0.183
H -2.86 -0.48 -0.56 0.428
H -0.79 -0.26 -0.42 0.220
H 0.99 -1.33 0.46 0.199
H 2.23 -3.45 0.40 0.208
H 4.64 -3.49 0.03 0.218
H 6.87 -2.97 0.58 0.175
H 7.95 -2.11 -0.55 0.201
H 6.61 -3.09 -1.19 0.175
H 4.64 0.78 -0.26 0.238
H 3.23 4.67 0.53 0.238
H 1.88 5.24 -0.49 0.208
H 1.66 5.09 1.27 0.208

***

# 8
57
Properties=species:S:1:pos:R:3:nbo_charge:R:1 method="wB97M-V/def2-TZVPD" gap_ev=8.28 spin_multiplicity=1 e_above_lowest_ev=2.637 molar_mass_g_mol=416.5 max_force_ev_per_a=0.999 homo_ev=-8.2 e_lumo_ev=0.1
C -0.12 1.25 2.97 -0.604
C 1.04 0.50 2.33 -0.227
C 2.15 1.46 1.89 -0.411
C 3.28 0.65 1.27 -0.393
C 3.77 -0.41 2.25 -0.210
N 2.67 -1.29 2.60 -0.464
C 3.09 -2.48 3.32 -0.203
C 2.15 -3.66 3.08 -0.406
C 1.89 -3.91 1.59 -0.224
N 0.82 -3.09 1.08 -0.592
C 0.93 -2.25 0.04 0.666
O 1.93 -2.13 -0.65 -0.635
C -0.32 -1.50 -0.22 0.039
N -1.45 -1.73 0.45 -0.256
N -2.36 -0.89 -0.02 -0.125
C -3.66 -0.87 0.58 -0.410
C -1.85 -0.09 -0.99 0.122
C -0.51 -0.46 -1.14 -0.088
C 0.46 0.21 -2.03 -0.664
S 0.04 1.98 -1.90 2.169
O 0.16 2.41 -0.53 -0.944
O 0.72 2.74 -2.90 -0.934
C -1.72 1.95 -2.29 -0.226
C -2.25 2.97 -3.06 -0.190
C -3.61 2.99 -3.32 -0.207
C -4.42 1.99 -2.80 -0.187
C -3.89 0.98 -2.03 -0.195
C -2.52 0.95 -1.75 -0.078
C 1.62 -0.56 3.27 -0.205
H -0.92 0.57 3.24 0.196
H 0.21 1.78 3.87 0.200
H -0.51 1.98 2.26 0.223
H 0.67 -0.01 1.44 0.200
H 1.74 2.17 1.16 0.238
H 2.52 2.02 2.75 0.187
H 2.93 0.15 0.37 0.208
H 4.11 1.30 1.00 0.205
H 4.55 -1.01 1.78 0.199
H 4.20 0.08 3.15 0.153
H 4.08 -2.76 2.95 0.196
H 3.18 -2.29 4.41 0.167
H 2.61 -4.55 3.52 0.212
H 1.20 -3.50 3.59 0.193
H 1.64 -4.97 1.44 0.191
H 2.78 -3.67 1.00 0.232
H -0.05 -3.08 1.58 0.408
H -4.38 -1.43 -0.02 0.205
H -4.00 0.15 0.71 0.221
H -3.57 -1.35 1.56 0.239
H 0.34 -0.04 -3.08 0.254
H 1.48 0.02 -1.71 0.299
H -1.58 3.72 -3.44 0.245
H -4.04 3.78 -3.92 0.224
H -5.48 2.00 -3.01 0.220
H -4.54 0.19 -1.66 0.215
H 0.83 -1.25 3.56 0.191
H 2.00 -0.07 4.19 0.159